Record 1
A 8-piece molecular cluster, C43H99O24 overall in a non-equilibrium geometry, computed with ωB97M-V/def2-TZVPD.

Structure (XYZ):
```
166
Properties=species:S:1:pos:R:3
C 2.324 -3.347 -6.539
H 5.895 -1.570 -4.889
C 4.441 6.047 0.093
H 3.873 -0.851 4.598
H 3.737 -5.209 2.473
H -4.853 -2.772 4.727
H -1.207 -3.311 -4.465
C 4.210 2.646 -4.386
C 2.553 -4.777 0.203
C 6.371 3.325 -4.925
H 4.564 6.854 -0.647
O 1.439 3.627 7.682
O -2.449 -3.567 0.617
C -10.765 -0.376 1.372
H -7.286 -1.125 4.639
H 4.169 3.445 -3.618
H 0.278 6.407 -0.921
H 3.451 0.696 -4.669
H -0.860 5.592 1.020
O -5.027 -0.384 -1.228
H 2.313 -3.985 -7.437
H 5.911 4.126 -5.519
C -3.207 1.323 2.695
H 2.856 -4.270 4.566
C 0.856 6.300 -0.003
C -6.361 1.528 -0.796
C 0.492 -0.605 -0.401
H 3.414 -1.562 -2.664
H 6.537 5.379 -1.196
C 0.775 1.642 6.691
H -3.626 0.307 2.837
C 1.236 0.841 -3.586
C -0.155 1.384 -3.460
O -0.119 0.980 5.837
O 0.732 -2.639 -4.896
H 5.205 5.143 -2.386
O -2.285 1.578 3.731
H -1.141 -1.455 -0.514
H 4.989 -3.054 -6.996
C 0.025 1.282 4.457
H -2.378 -5.563 -0.033
H -1.815 -1.472 1.905
H -0.851 4.309 -2.188
H -6.382 -0.791 0.627
H 0.256 -3.985 -6.367
H -10.726 0.370 2.172
O 0.557 -1.178 0.759
H 2.901 5.364 1.428
O 5.507 2.237 -4.653
H 1.980 5.459 6.991
O 4.695 4.756 -0.447
H -3.359 -1.238 -0.365
H 2.070 -4.686 -1.868
C -3.734 -0.917 -1.343
H -4.115 -2.057 1.839
H -8.470 -1.795 1.196
C -7.311 -0.357 0.241
H -3.783 -1.786 -1.989
C 1.418 5.005 7.819
O 0.238 4.047 0.190
H -0.493 1.703 -4.465
H -1.219 3.696 -3.835
H -8.218 -2.390 3.889
H 0.488 1.281 7.673
H 0.944 0.807 4.070
C -7.240 -2.181 4.320
O -7.231 1.059 0.156
H 2.970 7.125 1.135
C 5.441 -2.569 -4.950
H 1.727 -3.212 3.696
H 4.719 -2.269 5.287
H 0.204 2.353 4.307
H 7.219 -3.508 -3.166
H -6.797 1.388 -1.800
O 3.646 -2.610 3.550
H 3.468 -5.375 0.028
H 3.898 1.062 -2.982
C -1.127 3.437 -2.766
C -1.427 -3.529 1.575
C 2.723 -3.679 3.645
H -4.887 -1.130 4.114
O -0.192 2.386 -2.553
H 1.805 1.372 6.439
O -9.678 -0.286 0.506
H -7.419 -0.761 -0.779
H -0.798 0.621 2.648
H -8.319 -0.246 2.098
C -2.256 -4.511 -0.347
H 0.750 5.166 1.811
H -0.482 -3.414 1.033
H 1.343 -4.588 -5.128
H -3.036 -4.395 -1.110
H -1.282 -4.393 -0.847
H 5.213 6.198 0.872
H -4.216 -3.678 2.509
H -0.453 -2.030 -3.424
H 2.264 -2.320 -6.929
O 3.149 -3.091 -1.286
C -1.654 -2.389 2.486
H 0.098 -3.650 -3.244
O 2.169 5.986 -0.375
O -2.752 -2.528 3.373
H -0.431 3.438 6.795
C -5.001 0.934 -0.744
H 2.019 -5.366 2.643
C 3.809 -1.931 4.769
H -1.370 -4.479 2.130
O 1.315 0.207 -0.868
H 4.865 -2.702 -4.024
C 5.654 4.778 -1.454
C -0.292 -2.945 -3.995
H 3.691 3.111 -5.243
O 2.648 -3.921 1.301
H -3.037 -0.164 -1.725
H -0.065 2.077 0.401
C 4.498 -2.647 -6.100
H 1.315 0.117 -4.405
O 2.142 1.890 -3.595
H 1.752 -5.513 0.419
C 3.065 6.132 0.667
C -8.475 -0.691 1.106
H 4.162 -1.632 -6.361
H 1.255 -3.476 -0.796
H 8.317 -3.993 -4.470
H 2.959 -2.036 5.464
H 1.030 3.548 5.710
H 6.714 3.785 -3.983
H -10.890 -1.405 1.747
O -0.622 -1.012 -1.228
C -5.016 -2.178 3.811
C 7.518 -3.305 -4.207
H -11.669 -0.196 0.782
H 2.739 -3.013 -3.347
H 1.744 -2.032 -2.278
H 1.871 5.274 8.768
H -4.295 1.542 -1.336
O -6.303 -2.379 3.336
C 2.197 -3.994 -1.027
H -4.077 1.971 2.796
H 0.391 5.398 7.825
H -0.837 0.586 -3.133
H -2.114 3.047 -2.433
H -1.511 3.088 0.530
H -6.288 2.612 -0.703
C 0.607 3.135 6.635
C -1.142 0.730 3.693
H -7.063 -2.802 5.204
C 3.400 1.462 -3.873
C -0.449 3.012 0.813
H 5.983 3.752 -1.611
O 3.430 -3.494 -5.754
O 6.466 -3.537 -5.092
H 7.873 -2.265 -4.234
C 2.763 -2.397 -2.436
H 0.848 7.277 0.514
C 0.178 5.258 0.879
C 1.114 -3.691 -5.737
H 7.228 2.931 -5.473
H -1.407 -0.254 4.101
H -2.717 1.389 1.716
C -4.016 -2.631 2.774
H -0.390 3.000 1.906
H -0.749 -2.247 3.068
H 1.416 0.258 -2.666
H -4.628 0.965 0.296
C 2.814 -4.599 2.489
```

**Net charge**: -1
**Multiplicity**: 1
**Highest occupied orbital energy**: -5.09 eV
**Electronic energy**: -95326.0386 eV

Mulliken atomic charge list, values in e, 8 entries: number 1, C, carries -0.686; number 2, H, carries 0.334; number 3, C, carries -0.760; number 4, H, carries 0.256; number 5, H, carries 0.328; number 6, H, carries 0.422; number 7, H, carries 0.463; number 8, C, carries -0.322

=====

Record 2
A 8-piece molecular cluster, C44H106N6O12 overall in a non-equilibrium geometry, computed with ωB97M-V/def2-TZVPD.

Structure (XYZ):
```
168
Properties=species:S:1:pos:R:3
C 1.680 2.169 -10.634
H -0.652 2.579 -2.663
C -1.253 -3.681 -0.626
C 1.861 1.596 -1.825
H -1.965 0.794 4.945
H 2.589 -0.245 -6.530
H -2.063 4.106 -2.098
C 0.539 1.627 -6.959
H 0.705 3.731 -9.332
H 3.071 -1.514 6.834
H -5.180 2.684 -3.725
C 1.268 -0.152 -11.382
C -2.429 2.186 0.408
H 0.808 -1.115 -11.147
C 2.463 0.802 1.811
H 6.752 -1.093 2.535
C 4.313 -1.542 -1.841
H -0.503 2.043 -4.355
C 2.842 1.339 0.425
C 2.907 0.680 -7.014
H 4.067 -1.969 2.609
H 5.285 0.369 3.687
H 1.631 -3.659 3.224
H 2.328 -0.371 -11.528
H 1.687 1.152 -3.958
H -0.877 -4.068 -1.572
H 2.557 4.403 3.937
H 7.315 -2.904 -1.391
H -4.423 -0.270 -0.368
H 0.928 0.968 -0.139
C 5.526 -2.879 1.323
H 1.233 -5.131 3.815
H 2.863 1.969 -2.052
H 3.867 0.326 -1.668
H 3.040 1.321 -6.134
H -4.951 -0.092 8.113
H 0.103 -0.653 -8.354
H 3.855 0.696 -7.544
H -0.688 1.722 -9.268
H -4.777 -1.273 5.267
O -0.071 0.561 -2.946
H 6.403 -4.192 -0.588
H 1.181 2.563 -11.525
O -7.360 0.382 9.803
C 0.275 0.754 2.658
C 1.753 1.262 -7.879
H -6.906 1.659 7.963
C -0.777 -3.388 4.233
H 3.453 2.687 -8.453
C -0.500 1.087 -10.132
O 1.028 -0.864 -8.562
O 4.443 -0.193 -2.236
C 0.812 -4.819 0.390
H 6.678 -0.195 4.731
H 0.419 -5.744 -0.044
H 1.521 -4.645 -0.431
H -0.047 0.716 -6.855
C -7.389 0.848 7.393
O 1.419 1.588 2.385
H 0.311 -1.410 0.216
H 1.464 5.876 3.767
H -1.765 -2.730 -0.755
H 0.910 2.047 -6.028
H 1.994 -6.104 1.773
H 2.835 2.435 0.482
H 1.004 3.351 2.796
H 5.059 -2.043 5.446
C 2.509 -1.253 5.935
H -1.649 -0.904 5.527
H -3.782 -1.938 6.559
C 2.371 2.628 -8.354
H -1.834 1.570 -3.374
C -2.625 3.719 0.501
C -3.647 5.375 -2.736
H 1.710 -0.279 -2.908
H -6.120 4.176 -3.988
H 2.003 -0.314 6.171
C -3.594 0.197 0.158
H -7.696 0.313 11.830
H -8.104 -1.188 10.928
C -2.397 -0.170 5.209
H -1.568 -5.794 3.864
H 1.211 2.478 -1.774
N 1.564 0.368 -9.015
O 1.167 4.248 2.462
H 1.727 -2.385 0.573
C 1.362 0.750 -2.996
H -3.238 3.943 1.377
H -2.311 -2.875 1.291
H 2.727 2.018 -10.910
H -4.003 3.443 -0.942
C 7.054 -3.324 -0.419
C 1.664 3.267 -9.576
O 3.420 -0.981 4.870
C -0.483 -4.154 2.959
C 1.023 -4.521 2.925
H 3.343 -2.010 -2.063
N -3.532 4.254 -0.548
H 4.278 -1.630 -0.752
O -3.442 0.072 6.116
H 2.664 -4.568 1.539
C -7.932 0.003 8.551
H 2.711 5.539 2.603
H -0.872 -6.207 2.234
C 1.698 -5.062 1.645
H 0.899 0.154 -12.362
H -8.167 1.305 6.788
C -5.373 -0.640 7.264
H -2.267 1.775 1.417
H -9.007 0.203 8.478
H -9.145 0.178 10.821
H -3.163 6.102 -3.399
H 5.000 -0.468 6.200
H 2.275 -0.274 1.805
C 5.756 -0.460 4.222
N -6.379 0.174 6.584
H -0.016 0.378 1.673
N 6.103 -1.495 3.213
O -3.595 1.583 -0.094
H -2.319 -5.221 2.517
C -2.730 4.852 -1.651
H 3.861 1.041 0.167
C 0.777 -2.379 0.038
H -4.537 5.965 -2.498
C -0.752 1.723 -3.339
H -1.948 -4.429 -0.229
C -8.082 -0.089 10.896
H -2.154 5.604 -1.112
N 1.845 0.903 -0.556
H 3.369 0.839 2.419
H -2.696 -0.319 -0.214
H -5.914 0.915 6.072
H 5.058 -2.237 -2.218
H 1.831 -2.050 5.646
C -0.102 -3.579 0.380
H 2.218 4.157 -9.887
H -1.803 -3.022 4.295
H -5.797 -1.563 7.664
H -0.150 -2.496 4.185
H -1.575 1.747 -0.131
O -1.656 -2.361 1.790
H -7.774 -1.076 8.504
H -2.650 -0.605 4.229
H -0.882 1.641 -10.992
O -4.031 4.378 -3.694
H -0.629 -4.015 5.111
C 5.065 -1.748 2.219
C -5.265 3.738 -3.461
C 4.767 -1.000 5.272
H -5.554 3.820 -2.408
C -1.299 -5.432 2.867
C 1.992 5.059 3.273
H -1.716 4.310 0.593
H 0.487 0.020 3.432
H 4.910 -0.897 1.534
H -3.555 0.038 1.241
H 2.101 3.322 -7.550
H 7.965 -3.749 0.020
C 1.017 0.839 -10.284
H 4.700 -3.295 0.725
H 5.988 -3.709 1.870
H -0.562 1.413 2.892
H -1.061 0.154 -10.061
H 0.021 2.464 -7.429
O 6.455 -2.363 0.390
N -0.577 -3.311 1.779
C -4.322 -1.042 6.233
H 0.900 -2.406 -1.050
```

**SMILES string**: CC1(C)CCCC(C)(C)N1O.CC1(C)CCCC(C)(C)N1O.COCCNCCOC.COCCNCCOC.COCCNCCOC.COCCNCCOC.CO.CO
**Multiplicity**: 1
**Highest occupied orbital energy**: -8.13 eV
**Electronic energy**: -80845.5652 eV

Mulliken atomic charge list, values in e, 8 entries: number 1, C, carries -1.265; number 2, H, carries -0.102; number 3, C, carries -2.063; number 4, C, carries -1.634; number 5, H, carries 0.328; number 6, H, carries 0.383; number 7, H, carries -0.459; number 8, C, carries -1.592

=====

no.,HOMO-LUMO gap (eV)
1,7.37
2,8.64